[1]
35
Properties=species:S:1:pos:R:3:forces:R:3 method="wB97M-V/def2-TZVPD" molar_mass_da=312.99 lumo_ev=0.44 orbital_gap_ev=9.65 smiles=CCOC[C@@H](NB(O)CC)[C@@H](I)CC multiplicity=1 e_above_lowest_kcal_mol=0.0 max_force_ev_per_a=0.65
C -2.7604 1.6070 -1.8276 -0.03 -0.01 -0.05
C -3.0954 1.1976 -0.4012 0.00 0.02 0.10
O -2.3501 0.0745 0.0436 0.04 0.03 -0.05
C -1.0520 0.4116 0.4700 0.06 0.07 0.18
C -0.2785 -0.8694 0.7380 -0.46 0.17 -0.11
N -0.0364 -1.6385 -0.4721 0.54 -0.36 0.06
B 0.8719 -1.2717 -1.5456 -0.29 0.26 0.01
O 2.0226 -2.0470 -1.7356 -0.06 -0.04 -0.15
C 0.4966 -0.2027 -2.6480 0.13 0.21 0.03
C 1.3389 1.0815 -2.7131 0.01 -0.03 -0.03
C 0.9958 -0.6851 1.5865 -0.11 -0.16 0.03
I 2.1969 0.9995 0.9684 0.10 -0.03 -0.08
C 0.7454 -0.6062 3.0856 0.03 0.16 0.02
C 2.0066 -0.7881 3.9425 0.09 -0.06 0.06
H -2.6372 0.7130 -2.4403 -0.09 0.04 0.00
H -3.5752 2.2002 -2.2482 0.05 0.02 0.03
H -1.8464 2.1993 -1.8977 0.01 -0.05 0.03
H -4.1428 0.9026 -0.3284 0.03 -0.04 -0.03
H -2.9413 2.0376 0.2906 -0.06 -0.02 -0.03
H -0.5270 1.0345 -0.2641 -0.05 -0.07 -0.03
H -1.1170 0.9839 1.4095 0.10 0.06 -0.09
H -0.9352 -1.4604 1.3882 -0.04 -0.08 -0.17
H 0.0893 -2.6141 -0.2226 0.26 0.10 0.11
H 2.8091 -1.7304 -1.2830 -0.08 -0.09 0.03
H 0.6559 -0.7407 -3.5923 -0.07 -0.05 0.04
H -0.5639 0.0500 -2.6060 0.05 -0.02 0.03
H 1.1029 1.7563 -1.8883 0.03 -0.02 -0.01
H 1.1636 1.6268 -3.6428 -0.01 -0.03 0.02
H 2.4080 0.8610 -2.6589 -0.03 0.01 0.01
H 1.6485 -1.5280 1.3571 -0.01 0.01 0.10
H 0.2717 0.3503 3.3189 -0.09 -0.09 0.00
H 0.0177 -1.3898 3.3201 0.02 0.05 0.02
H 2.8946 -0.9239 3.3218 -0.03 0.00 0.01
H 2.1969 0.0710 4.5852 -0.02 0.01 -0.05
H 1.9258 -1.6622 4.5899 -0.02 0.02 -0.03

***

[2]
41
Properties=species:S:1:pos:R:3:forces:R:3 method="wB97M-V/def2-TZVPD" molar_mass_da=321.40 lumo_ev=0.58 orbital_gap_ev=8.43 multiplicity=1 e_above_lowest_kcal_mol=71.8 max_force_ev_per_a=1.27
H 0.5868 -2.7008 2.1272 0.13 -0.16 -0.19
N 1.1948 -1.9025 2.2325 -0.58 0.26 0.73
C 2.2478 -1.8953 1.5476 0.08 -1.04 -0.73
S 2.8331 -3.1043 0.3422 -0.19 0.40 0.38
C 4.2720 -2.1573 0.0712 -0.14 0.09 0.13
C 4.2714 -1.0474 0.8170 0.36 -0.34 -0.44
N 3.1634 -0.8857 1.6138 0.24 0.30 0.00
C 2.9815 0.2083 2.5337 -0.21 0.07 0.49
C 1.6213 0.9206 2.4541 0.31 0.04 0.16
O 1.0226 1.1749 3.4788 0.03 -0.03 0.33
N 1.1893 1.3202 1.2398 -0.26 0.21 -0.23
C 1.8799 1.1146 -0.0090 0.17 -0.17 -0.16
C -0.1407 1.9000 1.1295 -0.14 0.03 0.28
C -1.0410 1.0466 0.2768 -0.03 -0.12 0.00
C -1.2241 -0.2862 0.5932 0.04 0.26 0.03
C -2.0314 -1.0911 -0.1966 -0.17 -0.07 -0.18
C -2.6759 -0.5727 -1.3071 -0.07 0.13 -0.16
O -3.4910 -1.2736 -2.1443 0.13 0.37 0.02
C -3.7226 -2.6310 -1.8651 -0.02 -0.20 0.06
C -2.4993 0.7907 -1.6313 -0.15 -0.18 -0.12
O -3.1715 1.2224 -2.7361 0.05 -0.37 0.21
C -3.0671 2.5759 -3.0948 0.04 0.22 -0.04
C -1.6795 1.5770 -0.8409 -0.10 0.00 -0.09
H 5.0142 -2.4976 -0.6193 0.26 0.06 -0.12
H 5.0470 -0.3033 0.8438 0.08 0.12 0.01
H 3.7766 0.9403 2.3694 -0.04 -0.09 -0.01
H 3.0469 -0.1596 3.5640 -0.04 0.14 -0.16
H 1.5319 1.8655 -0.7184 0.05 0.01 0.00
H 1.6712 0.1290 -0.4351 0.05 0.03 -0.07
H 2.9551 1.2343 0.1118 -0.01 0.01 -0.06
H -0.0577 2.9096 0.7120 -0.04 -0.05 0.03
H -0.5316 1.9693 2.1484 0.07 0.10 -0.20
H -0.7271 -0.7000 1.4575 0.06 -0.04 0.07
H -2.1547 -2.1283 0.0708 -0.06 -0.12 -0.02
H -2.7969 -3.2155 -1.9026 -0.03 0.02 0.02
H -4.1975 -2.7672 -0.8877 0.03 0.00 -0.03
H -4.3985 -2.9794 -2.6445 0.05 -0.03 0.08
H -2.0371 2.8496 -3.3496 -0.04 -0.01 0.03
H -3.4309 3.2349 -2.2990 0.03 -0.03 -0.03
H -3.6966 2.6954 -3.9753 0.06 0.04 0.06
H -1.5341 2.6197 -1.0786 0.01 0.11 -0.07

***

[3]
57
Properties=species:S:1:pos:R:3:forces:R:3 method="wB97M-V/def2-TZVPD" molar_mass_da=439.39 lumo_ev=2.35 orbital_gap_ev=6.01 multiplicity=1 total_charge=-1 e_above_lowest_kcal_mol=0.0 max_force_ev_per_a=2.32
C -0.2104 -0.4898 0.2821 -0.22 -0.87 1.49
O 0.0655 -0.1524 1.5736 0.28 0.23 -0.56
H 0.5365 -1.1714 -0.1856 0.26 0.31 -0.35
H -1.1121 -1.1546 0.2749 -0.37 0.08 -0.61
H -0.4111 0.3363 -0.4399 0.01 0.15 -0.08
C -4.0716 -0.0698 0.4322 -0.22 0.26 -0.19
C -3.8650 -1.5343 0.8111 -0.15 1.50 0.16
C -3.3670 -1.6304 2.2318 0.23 -0.14 0.97
O -4.1488 -2.7011 2.7997 -0.08 -0.34 -0.29
C -5.1630 -3.0012 1.9611 0.74 -0.68 -0.15
O -5.9164 -3.9153 2.1111 -0.26 0.47 0.18
O -5.1261 -2.2054 0.8719 -0.34 -0.26 -0.20
H -4.9685 0.3502 0.8954 -0.11 -0.38 0.16
H -4.1872 0.0958 -0.6399 0.13 -0.20 -0.02
H -3.2668 0.5691 0.8026 0.33 -0.49 -0.07
H -3.2058 -2.0389 0.1060 -0.09 -0.10 0.02
H -3.5847 -0.7706 2.8691 0.05 0.28 -0.43
H -2.2978 -1.8293 2.3012 -0.05 -0.13 0.02
C 2.5865 -3.0418 0.0021 -1.27 -1.01 -0.13
C 3.1527 -2.2306 1.1530 -0.26 1.11 -2.02
C 2.7809 -2.5273 2.5799 -0.29 -0.62 0.40
O 4.0540 -2.6064 3.2384 -0.39 -0.02 0.61
C 5.0493 -2.6195 2.3480 -0.21 0.32 -0.27
O 6.1850 -2.8372 2.6330 0.36 -0.01 -0.14
O 4.5832 -2.3279 1.1182 0.55 -0.30 0.42
H 1.6287 -3.4933 0.2879 0.14 -0.12 0.29
H 3.2204 -3.8472 -0.3697 0.26 0.05 0.35
H 2.2722 -2.4706 -0.8707 0.54 0.42 0.11
H 2.8850 -1.2072 0.8734 0.17 0.14 0.60
H 2.2841 -3.4917 2.7188 0.05 -0.04 -0.19
H 2.1388 -1.7698 3.0252 0.22 0.19 -0.07
C 4.2471 2.5621 -0.7257 0.03 0.39 0.54
C 3.2051 1.4594 -0.7975 -0.03 0.50 -1.64
C 2.0655 1.7754 -1.7910 -0.84 0.11 1.08
O 2.1147 0.7690 -2.7869 0.45 -0.75 -0.37
C 3.1235 -0.1086 -2.5121 -0.06 1.46 0.03
O 3.3935 -1.0775 -3.1426 -0.17 -0.21 -0.07
O 3.8451 0.3760 -1.4844 0.32 -1.26 0.60
H 3.8771 3.4291 -0.1742 -0.14 -0.05 -0.04
H 4.5231 2.8956 -1.7277 -0.24 -0.09 -0.10
H 5.1879 2.2701 -0.2565 -0.21 -0.34 0.18
H 2.6986 1.1329 0.1114 0.73 -0.07 0.36
H 2.1133 2.7785 -2.2144 0.04 -0.15 -0.20
H 1.1308 1.6293 -1.2485 -0.07 0.38 -0.27
C -2.6642 1.6817 -2.6431 0.22 0.81 -0.18
C -2.4668 3.0543 -1.9994 0.17 -0.73 0.18
C -3.0454 3.1402 -0.5935 -0.64 -0.70 -0.25
O -2.0217 3.6979 0.2031 0.05 0.29 -0.02
C -0.8438 3.5583 -0.4599 -0.50 -0.05 0.57
O 0.2174 3.7116 0.0366 0.53 0.31 -0.01
O -1.0685 3.2126 -1.7306 0.27 0.19 -0.86
H -2.2340 0.9439 -1.9667 -0.37 -0.22 0.02
H -2.1227 1.5951 -3.5854 0.04 0.20 -0.01
H -3.7226 1.5514 -2.8707 -0.03 -0.35 0.25
H -2.8609 3.8772 -2.5989 0.44 0.02 -0.26
H -3.2569 2.1311 -0.2290 -0.10 0.37 0.01
H -3.9561 3.7371 -0.6083 0.11 0.16 0.45

***

[4]
65
Properties=species:S:1:pos:R:3:forces:R:3 method="wB97M-V/def2-TZVPD" molar_mass_da=752.78 lumo_ev="-0.46 / -1.67" orbital_gap_ev="7.09 / 7.30" multiplicity=2 e_above_lowest_kcal_mol=13.4 max_force_ev_per_a=0.56
Tl 0.2920 -0.7393 2.0152 0.04 -0.16 0.22
C -0.1949 3.0831 1.3873 0.04 -0.09 -0.07
C 0.1738 2.2807 0.1824 0.01 -0.02 -0.03
C 0.0548 2.6038 -1.1762 -0.12 0.04 -0.01
C 0.6098 1.5368 -1.8524 0.03 -0.15 0.19
N 1.0358 0.6335 -0.9435 0.09 0.19 -0.21
N 0.7641 1.0984 0.3081 0.06 -0.18 -0.05
B 1.8383 -0.7027 -1.0729 -0.15 0.19 -0.03
N 2.9113 -0.7137 0.0539 0.15 -0.09 -0.08
C 4.2291 -0.4617 -0.0850 -0.02 0.07 0.10
C 4.8136 -0.4925 1.1618 0.00 0.00 0.04
C 3.7610 -0.7639 2.0494 0.11 0.03 -0.01
C 3.7918 -0.8951 3.5391 -0.12 -0.01 -0.13
N 2.6316 -0.8939 1.3670 -0.19 -0.04 0.11
N 0.8743 -1.9227 -0.9311 0.14 -0.15 -0.02
C 0.4385 -2.7237 -1.9210 -0.08 0.01 0.04
C -0.3083 -3.7396 -1.3643 -0.05 -0.04 0.01
C -0.2863 -3.4959 0.0168 -0.01 -0.01 -0.05
C -0.8633 -4.3003 1.1365 0.10 0.10 -0.06
N 0.4286 -2.4007 0.2567 -0.09 0.19 0.11
N 2.5637 -0.8844 -2.4127 0.00 -0.02 0.08
C 3.3973 -1.9207 -2.6817 -0.02 0.00 0.08
C 3.7546 -1.8456 -4.0013 0.05 0.00 -0.16
C 3.0707 -0.7115 -4.4922 -0.05 -0.03 0.06
C 3.0617 -0.1539 -5.8815 -0.03 -0.02 0.09
N 2.3551 -0.1484 -3.5329 -0.04 0.04 0.07
H -1.0837 3.6816 1.1985 -0.04 0.00 0.02
H 0.6267 3.7512 1.6541 -0.05 0.01 0.02
H -0.3909 2.4284 2.2378 -0.02 0.04 0.00
H -0.3735 3.4962 -1.6053 0.06 -0.05 0.03
H 0.7597 1.3627 -2.9011 0.04 -0.03 -0.04
H 4.6661 -0.2667 -1.0504 -0.06 -0.05 0.02
H 5.8535 -0.3452 1.4045 -0.06 0.00 -0.03
H 4.8147 -0.8184 3.8994 0.01 -0.01 0.04
H 3.3725 -1.8514 3.8538 0.03 0.02 0.01
H 3.1961 -0.1111 4.0102 0.03 -0.01 0.02
H 0.6809 -2.5248 -2.9535 0.05 0.02 0.08
H -0.8009 -4.5460 -1.8833 0.04 0.03 0.05
H -1.7664 -4.8177 0.8178 -0.01 0.03 0.02
H -1.1025 -3.6615 1.9861 -0.03 -0.06 0.00
H -0.1396 -5.0470 1.4685 -0.03 -0.01 0.00
H 3.6723 -2.6326 -1.9177 -0.04 0.05 -0.03
H 4.4133 -2.5044 -4.5452 -0.04 0.04 0.05
H 3.8178 -0.6412 -6.4956 -0.01 0.03 0.00
H 3.2560 0.9185 -5.8651 0.02 -0.02 -0.03
H 2.0885 -0.3074 -6.3508 0.03 -0.01 -0.02
C -4.7687 4.9443 1.8835 0.01 -0.05 0.00
C -5.0560 3.6301 1.2271 0.05 0.01 -0.02
C -6.3290 3.2472 0.8282 -0.06 0.03 -0.05
C -6.4613 2.0266 0.1907 0.08 -0.12 -0.02
N -5.4259 1.2148 -0.0123 0.03 -0.01 0.03
C -4.2705 1.6450 0.4701 -0.13 -0.07 -0.11
S -2.8548 0.5689 0.2530 0.05 -0.09 0.10
N -4.0169 2.8061 1.0461 0.09 -0.04 0.14
H -5.6471 5.5865 1.8971 0.02 0.00 0.00
H -3.9561 5.4474 1.3596 -0.02 0.01 0.00
H -4.4354 4.7735 2.9084 -0.02 0.01 -0.01
H -7.1853 3.8887 0.9866 0.04 -0.01 0.00
H -7.4161 1.6798 -0.1882 -0.01 0.05 0.04
O -4.3992 -0.8077 1.8702 0.07 0.05 -0.09
N -3.3404 -0.8039 1.3104 0.00 0.05 0.12
O -2.4710 -1.6539 1.3941 -0.23 0.20 -0.16
O -1.8893 -1.9273 5.4676 0.46 0.12 -0.29
C -0.9256 -1.6907 4.8189 -0.11 0.05 -0.17
N 0.0894 -1.4641 4.2009 -0.04 -0.09 -0.03

***

Q: Look up the multiplicity of the first one.
A: 1

***

Q: What is the multiplicity in the second record?
A: 1